Entry 1:
{
  "formula": "C5H10NO",
  "method": "ωB97M-V/def2-TZVPD",
  "largest_force_ev_per_a": 2.160,
  "relative_energy_kj_mol": 140.8,
  "homo_ev": -2.7,
  "charge": -1,
  "orbital_gap_ev": 6.65,
  "symbols": ["N", "C", "O", "H", "H", "H", "H", "C", "C", "C", "C", "H", "H", "H", "H", "H", "H"],
  "xyz": [[0.46276, -1.84205, -3.00657], [0.25990, -0.74894, -2.05578], [-0.51541, -1.03528, -1.02496], [0.75981, -2.67668, -2.48870], [-0.37944, -2.15078, -3.51171], [1.34279, -0.51684, -1.78338], [-0.10679, 0.12925, -2.69440], [1.08288, 1.24380, 0.37690], [0.04465, 0.64210, 0.99799], [-0.30049, 1.02163, 2.39099], [-1.43480, 0.54563, 2.91992], [1.65304, 2.01825, 0.91879], [1.16831, 1.12573, -0.66467], [-0.68030, -0.09161, 0.52984], [0.38511, 1.64690, 2.97387], [-1.84059, 0.93179, 3.85974], [-1.90143, -0.24288, 2.26215]]
}

---

Entry 2:
{
  "formula": "C4H8O2",
  "method": "ωB97M-V/def2-TZVPD",
  "smiles": "C[C@H]1O[C@H]1CO",
  "largest_force_ev_per_a": 0.377,
  "relative_energy_kj_mol": 193.6,
  "homo_ev": -10.1,
  "charge": 0,
  "orbital_gap_ev": 11.15,
  "symbols": ["C", "C", "O", "C", "C", "O", "H", "H", "H", "H", "H", "H", "H", "H"],
  "xyz": [[-1.47993, -0.70998, -0.11455], [-0.52243, -0.36542, 0.99444], [0.79958, -0.90887, 0.97292], [0.63393, 0.48967, 0.72819], [0.93569, 0.92955, -0.70613], [1.51317, -0.10441, -1.46642], [-0.92991, -0.91054, -1.03692], [-2.13099, 0.15462, -0.29510], [-2.11243, -1.56717, 0.13794], [-0.95079, -0.33345, 1.99474], [1.00853, 1.12998, 1.52701], [1.60004, 1.80081, -0.68723], [-0.00007, 1.24411, -1.19045], [1.63561, -0.84890, -0.85846]]
}

---

Entry 3:
{
  "formula": "C3H4FeO3",
  "method": "ωB97M-V/def2-TZVPD",
  "largest_force_ev_per_a": 2.093,
  "multiplicity": 5,
  "relative_energy_kj_mol": 349.0,
  "homo_ev": [-6.9, -8.1],
  "charge": 0,
  "orbital_gap_ev": [5.41, 6.65],
  "symbols": ["H", "O", "O", "C", "C", "O", "C", "H", "H", "H", "Fe"],
  "xyz": [[-3.70954, 1.82635, -1.15833], [0.32382, -1.77006, 0.01221], [-2.46832, 0.44703, -0.38261], [-2.67572, 1.48672, -0.98428], [2.45087, -0.63406, 0.54566], [1.93097, -1.22583, 1.73306], [0.98709, -0.75863, 0.69789], [-1.84564, 2.08389, -1.40033], [2.98328, 0.31654, 0.68397], [2.95730, -1.33611, -0.13200], [-0.93411, -0.43584, 0.38477]]
}

---

Entry 4:
{
  "formula": "C43H44BrN2P2RbS4Te",
  "method": "ωB97M-V/def2-TZVPD",
  "largest_force_ev_per_a": 0.591,
  "relative_energy_kj_mol": 66.1,
  "homo_ev": -5.8,
  "charge": 0,
  "orbital_gap_ev": 5.59,
  "symbols": ["Rb", "C", "C", "S", "C", "C", "S", "C", "C", "S", "C", "C", "S", "H", "H", "H", "H", "H", "H", "H", "H", "H", "H", "H", "H", "H", "H", "H", "H", "Te", "C", "C", "C", "N", "C", "C", "C", "P", "C", "C", "C", "C", "C", "C", "C", "C", "C", "C", "C", "C", "P", "C", "C", "C", "C", "C", "C", "C", "C", "C", "C", "C", "C", "H", "H", "H", "H", "H", "H", "H", "H", "H", "H", "H", "H", "H", "H", "H", "H", "H", "H", "H", "H", "H", "H", "H", "H", "Br", "C", "C", "C", "N", "C", "C", "H", "H", "H", "H"],
  "xyz": [[0.61648, 1.27378, 1.29435], [4.65226, 3.52098, 1.41395], [5.20800, 2.25817, 0.75479], [3.87912, 1.25387, 0.06026], [4.66248, -0.35787, -0.09938], [4.92369, -1.08282, 1.21277], [3.39178, -1.43880, 2.10058], [3.96827, -1.40578, 3.81041], [2.86059, -1.02100, 4.77855], [2.07027, 0.58770, 4.56189], [3.41913, 1.71969, 4.96423], [4.30106, 2.13527, 3.79072], [3.40985, 3.26484, 2.70402], [4.16720, 4.15111, 0.66690], [5.48592, 4.10225, 1.81651], [5.78267, 1.68412, 1.48399], [5.90695, 2.56365, -0.02736], [5.59983, -0.27042, -0.65431], [3.98822, -0.94027, -0.73222], [5.56018, -0.47074, 1.85732], [5.47342, -2.00183, 0.99908], [4.79516, -0.69720, 3.89484], [4.35774, -2.38111, 4.11176], [3.24733, -1.09444, 5.79929], [2.04080, -1.74166, 4.71749], [4.03218, 1.25562, 5.74150], [2.96577, 2.60175, 5.42097], [4.59931, 1.24907, 3.23331], [5.19900, 2.62966, 4.17089], [-1.80327, 2.34950, -1.52962], [-2.35712, 2.64310, -3.53353], [-3.26610, 1.80074, -4.16317], [-3.57021, 2.02738, -5.49464], [-3.05749, 3.01748, -6.21971], [-2.20674, 3.82678, -5.60174], [-1.82329, 3.68679, -4.27566], [-1.53897, 0.22825, -1.57152], [0.28825, 0.04260, -1.70887], [0.60109, -1.75974, -1.91426], [1.27315, -2.41807, -0.89381], [1.54986, -3.77541, -0.97304], [1.17217, -4.48765, -2.10011], [0.50970, -3.83982, -3.13517], [0.21868, -2.49147, -3.03743], [0.66216, 0.61067, -3.40105], [1.90596, 1.17475, -3.65685], [2.23542, 1.59710, -4.93554], [1.31914, 1.47023, -5.96892], [0.07242, 0.91290, -5.72203], [-0.24942, 0.48224, -4.44615], [-2.00734, -0.25419, 0.14173], [-1.95403, -2.09234, 0.14960], [-1.58687, -2.74711, 1.31625], [-1.58550, -4.13223, 1.38321], [-1.94582, -4.87592, 0.27176], [-2.30588, -4.23081, -0.90461], [-2.31213, -2.84863, -0.96319], [-3.82227, -0.04579, 0.18186], [-4.42574, 0.24887, 1.39474], [-5.80565, 0.35752, 1.49244], [-6.59131, 0.18257, 0.36460], [-5.99317, -0.09761, -0.85863], [-4.61725, -0.21063, -0.94797], [-3.70477, 0.96610, -3.63339], [-4.26899, 1.37212, -6.00621], [-1.78942, 4.63059, -6.19919], [-1.09507, 4.36619, -3.85455], [1.57602, -1.86373, -0.00983], [2.05689, -4.27089, -0.15425], [1.38748, -5.54605, -2.17349], [0.21374, -4.39092, -4.01922], [-0.30558, -1.99730, -3.84503], [2.61653, 1.30011, -2.84607], [3.20637, 2.03805, -5.12224], [1.57398, 1.81210, -6.96341], [-0.65664, 0.82680, -6.51742], [-1.22281, 0.06119, -4.23421], [-1.29988, -2.16220, 2.18606], [-1.29674, -4.63189, 2.29900], [-1.93756, -5.95727, 0.31470], [-2.57690, -4.80714, -1.78075], [-2.56625, -2.33299, -1.88174], [-3.80669, 0.39973, 2.27253], [-6.26359, 0.58482, 2.44692], [-7.66780, 0.26845, 0.43328], [-6.60299, -0.22554, -1.74308], [-4.13514, -0.41803, -1.89511], [-5.24747, 0.57227, 5.91861], [-3.59713, 0.91724, 5.08107], [-2.66672, -0.09712, 4.92962], [-1.47545, 0.21411, 4.29399], [-1.17235, 1.41989, 3.82577], [-2.08274, 2.37462, 3.97938], [-3.31010, 2.18288, 4.59901], [-2.86119, -1.10048, 5.27846], [-0.72281, -0.55500, 4.16074], [-1.83259, 3.35214, 3.58528], [-4.01275, 2.99752, 4.68866]]
}

---

Entry 5:
{
  "formula": "C6H9NO",
  "method": "ωB97M-V/def2-TZVPD",
  "smiles": "C1O[C@H]2[C@H]1[C@@H]1C[C@H]2N1",
  "largest_force_ev_per_a": 4.358,
  "relative_energy_kj_mol": 730.5,
  "homo_ev": -9.2,
  "charge": 0,
  "orbital_gap_ev": 10.18,
  "symbols": ["C", "O", "C", "C", "C", "C", "C", "N", "H", "H", "H", "H", "H", "H", "H", "H", "H"],
  "xyz": [[-0.81184, 1.79362, -0.99279], [0.28625, 1.98649, -0.08107], [0.01565, 0.70363, 0.54779], [-0.41134, 0.21092, -0.92568], [-0.43968, -1.40551, -0.39599], [-0.46268, -1.42868, 1.06703], [0.76274, -0.60691, 1.07168], [1.18877, -1.44295, -0.19078], [-1.95656, 2.07638, -0.75473], [-0.65822, 2.49567, -1.79943], [-0.80655, 0.77726, 1.32040], [0.42229, 0.25403, -1.77887], [-0.86689, -2.21897, -1.08434], [-0.19166, -2.33630, 1.39495], [-1.42045, -1.23014, 1.56650], [1.40632, -0.41843, 1.98198], [1.54322, -0.79321, -1.09466]]
}

---

Entry 6:
{
  "formula": "C7H8F4N2",
  "method": "ωB97M-V/def2-TZVPD",
  "smiles": "FC1=C[C@@H](F)[C@@H](F)N=C1F.C=NC",
  "largest_force_ev_per_a": 3.985,
  "relative_energy_kj_mol": 151.0,
  "homo_ev": -9.5,
  "charge": 0,
  "orbital_gap_ev": 9.24,
  "symbols": ["F", "C", "C", "C", "F", "C", "F", "N", "C", "F", "H", "H", "H", "C", "N", "C", "H", "H", "H", "H", "H"],
  "xyz": [[-0.49750, -2.46528, -0.00412], [-0.90108, -1.16838, 0.09105], [-1.41923, -0.50247, -0.97546], [-1.94959, 0.85761, -0.90603], [-3.30060, 0.82121, -0.70964], [-1.37282, 1.72181, 0.27657], [-2.25530, 2.78775, 0.62890], [-1.12291, 0.88944, 1.44219], [-0.90254, -0.37745, 1.29461], [-0.67944, -1.08932, 2.36795], [-1.60150, -0.93421, -1.88740], [-1.85783, 1.54881, -1.72651], [-0.49295, 2.27326, 0.11134], [1.91713, 0.52696, -0.76940], [1.60107, -0.51654, -0.12464], [2.47439, -1.40614, 0.63402], [2.91110, 0.94357, -0.71467], [1.21281, 1.08046, -1.30452], [2.00049, -1.61940, 1.54016], [2.65736, -2.29027, 0.07204], [3.57895, -1.08142, 0.66357]]
}